[1]
DFT (ωB97M-V/def2-TZVPD) results for a cluster of 6 separate species, C37H49BF24N3O13 in total in a non-equilibrium geometry.

As for the charge: +1. As for the molar mass: 1210.6 u. The calculation puts the HOMO energy at -11.471 eV. The value obtained for the total energy is -5003.28682 Eh. Its orbital gap is 9.2 eV. For the max |F|, the calculation gives 0.0439 hartree/bohr. Its lowest unoccupied orbital energy is -2.305 eV.

The geometry in XYZ format:
```
127
Properties=species:S:1:pos:R:3:forces:R:3
C -7.946 -2.891 2.641 0.0 0.4 0.5
C -6.944 -2.445 1.621 -0.3 -0.4 -0.5
O -6.887 -1.006 1.573 0.8 0.2 0.2
C -6.080 -0.530 0.585 -1.0 -0.4 -1.3
O -6.344 -0.675 -0.595 0.5 0.1 1.4
C -4.849 0.182 1.065 0.3 1.0 -0.5
C -4.318 1.167 -0.009 -0.1 -1.0 0.2
C -3.172 0.549 -0.815 -0.5 1.2 -0.7
N -1.844 1.081 -0.475 0.6 -1.0 -0.8
C -1.532 1.812 0.547 -1.4 0.2 1.1
N -0.260 2.130 0.520 0.5 -0.2 -0.1
C 0.294 1.566 -0.618 1.7 0.8 1.2
C 1.723 1.775 -0.970 0.2 1.1 0.2
C 2.527 2.325 0.213 -0.5 -0.6 -0.3
C 4.009 2.478 -0.040 -0.5 -0.2 0.6
F 4.239 3.527 -0.846 0.2 0.1 -0.6
F 4.567 2.787 1.151 0.3 0.1 0.4
C 4.739 1.180 -0.539 0.0 0.7 0.0
F 4.042 0.116 -0.107 -0.3 -0.3 -0.1
F 5.937 1.122 0.041 0.5 -0.1 0.2
C 5.004 1.147 -2.062 0.4 -0.2 0.0
F 6.000 2.009 -2.290 0.3 0.3 -0.1
F 3.951 1.562 -2.776 -0.5 -0.2 0.1
C 5.476 -0.230 -2.621 0.0 0.7 -0.9
F 5.464 -0.130 -3.955 0.0 0.0 -0.1
F 6.720 -0.463 -2.250 0.0 -0.4 0.4
F 4.666 -1.221 -2.289 0.0 -0.3 0.3
C -0.663 0.885 -1.233 -1.5 -1.1 -1.2
B -0.484 0.030 -2.550 0.0 0.2 0.1
O -1.452 -0.871 -2.919 0.6 -0.2 0.4
N 0.743 0.186 -3.327 -0.7 -0.4 -0.3
C 1.322 -1.181 -3.438 -0.4 0.4 0.0
C 0.349 0.714 -4.679 0.1 0.0 0.8
H -7.948 -3.972 2.729 0.0 -0.2 -0.1
H -8.945 -2.542 2.404 -0.1 0.0 -0.1
H -7.684 -2.493 3.618 0.0 0.0 0.1
H -5.952 -2.830 1.864 0.1 0.0 0.0
H -7.233 -2.808 0.636 0.1 0.0 -0.1
H -4.087 -0.579 1.220 0.0 -0.3 0.4
H -5.020 0.707 1.996 -0.2 -0.2 0.3
H -5.131 1.342 -0.701 -0.1 0.1 -0.2
H -4.066 2.130 0.413 0.0 -0.2 -0.1
H -3.323 0.827 -1.852 0.1 -0.1 -0.2
H -3.172 -0.529 -0.793 0.0 -0.2 0.3
H -2.250 2.101 1.289 0.3 0.0 0.2
H 0.171 2.693 1.232 0.2 0.1 -0.1
H 2.164 0.898 -1.411 -0.2 -0.3 0.0
H 1.739 2.531 -1.751 0.1 0.0 -0.3
H 2.388 1.678 1.076 0.3 -0.1 0.2
H 2.163 3.311 0.491 0.1 0.2 0.0
H -1.709 -1.385 -2.143 -0.6 0.0 -0.3
H 1.217 -1.703 -2.487 0.3 0.0 0.2
H 2.369 -1.116 -3.711 0.1 -0.1 -0.1
H 0.757 -1.775 -4.154 0.1 -0.2 -0.2
H -0.733 0.848 -4.736 -0.1 0.0 -0.2
H 0.804 1.684 -4.829 0.2 0.1 -0.3
H 0.638 -0.001 -5.440 0.1 0.1 -0.2
C -0.775 7.194 0.232 0.3 -0.1 -0.2
C -1.882 6.894 -0.759 0.0 0.7 0.4
O -1.346 6.334 -1.983 0.0 -0.1 -0.1
C -1.075 5.052 -1.943 -0.3 0.4 0.3
O -1.228 4.317 -1.003 0.1 -0.2 -0.1
C -0.560 4.557 -3.301 0.2 -0.1 -0.4
F 0.369 5.358 -3.817 0.0 0.0 0.2
F -1.557 4.460 -4.184 -0.1 0.0 0.2
F -0.031 3.341 -3.138 0.1 0.0 -0.1
H -0.027 7.842 -0.224 -0.1 0.1 0.0
H -1.172 7.686 1.117 -0.1 0.0 0.0
H -0.266 6.283 0.546 -0.1 0.0 0.0
H -2.386 7.814 -1.045 0.1 0.0 -0.3
H -2.629 6.231 -0.349 0.0 -0.2 -0.2
C 0.929 -6.666 -1.195 0.0 0.4 0.0
C -0.313 -6.827 -0.346 0.3 -0.7 -0.2
O -0.702 -5.570 0.258 -0.1 0.2 0.2
C -1.376 -4.740 -0.509 0.2 -0.6 -0.2
O -1.702 -4.904 -1.647 -0.1 0.3 0.0
C -1.744 -3.486 0.295 0.0 0.3 0.4
F -0.711 -3.008 0.994 0.1 0.0 -0.1
F -2.735 -3.729 1.153 -0.1 -0.1 -0.1
F -2.161 -2.496 -0.523 0.0 -0.1 -0.1
H 1.739 -6.227 -0.611 0.0 -0.1 0.1
H 1.253 -7.631 -1.577 0.0 0.0 0.0
H 0.746 -6.005 -2.043 -0.1 -0.1 0.0
H -0.120 -7.506 0.482 -0.1 0.2 0.2
H -1.142 -7.241 -0.918 -0.1 0.2 0.0
C -7.810 4.626 1.833 0.3 0.1 -0.2
C -6.957 4.190 3.005 -0.7 0.0 0.1
O -5.581 3.993 2.606 0.4 -0.1 0.0
C -4.840 5.086 2.516 -0.7 -0.1 0.2
O -5.185 6.208 2.726 0.3 0.1 -0.1
C -3.406 4.700 2.129 0.5 0.3 0.1
F -3.382 3.803 1.126 -0.2 0.5 0.0
F -2.759 4.143 3.162 -0.1 -0.1 0.0
F -2.703 5.760 1.735 -0.3 -0.2 0.4
H -7.722 3.915 1.011 -0.1 -0.1 0.1
H -8.855 4.692 2.131 0.0 0.0 0.0
H -7.496 5.600 1.458 0.0 0.0 0.1
H -7.295 3.227 3.380 0.2 -0.1 0.0
H -7.009 4.900 3.828 0.2 0.1 -0.1
C 1.015 -13.287 2.320 -0.2 0.0 -0.2
C 1.998 -12.221 1.889 0.1 -0.3 0.6
O 1.838 -11.895 0.493 0.0 0.1 -0.2
C 0.858 -11.061 0.196 0.2 -0.1 0.5
O 0.098 -10.547 0.963 -0.1 0.2 -0.2
C 0.851 -10.788 -1.314 -0.1 0.0 -1.0
F 0.982 -11.908 -2.026 0.0 -0.1 0.2
F 1.861 -9.972 -1.661 0.1 0.0 0.3
F -0.278 -10.198 -1.705 -0.1 0.1 0.3
H 1.103 -14.167 1.682 0.1 0.0 0.1
H 1.202 -13.579 3.352 0.0 0.0 0.0
H -0.012 -12.930 2.243 0.0 0.1 0.1
H 3.018 -12.585 1.990 0.0 0.0 -0.2
H 1.909 -11.320 2.496 -0.1 0.1 -0.1
C 7.725 3.702 1.380 0.2 0.0 0.3
C 7.952 5.108 0.869 -0.2 -0.4 -0.4
O 8.197 6.024 1.950 0.0 0.2 0.1
C 9.433 6.035 2.434 -0.2 -0.2 -0.4
O 10.345 5.364 2.058 0.2 0.0 0.1
C 9.544 7.089 3.546 0.1 0.2 0.4
F 8.508 7.016 4.390 0.0 0.0 0.0
F 9.559 8.319 3.018 0.0 0.0 -0.1
F 10.659 6.925 4.246 0.0 -0.1 -0.1
H 6.921 3.690 2.117 -0.1 0.0 -0.1
H 7.461 3.038 0.559 0.0 0.0 0.0
H 8.618 3.311 1.867 0.1 0.0 -0.1
H 7.058 5.476 0.368 0.0 0.2 0.2
H 8.770 5.147 0.150 0.1 0.0 0.1
```
Positions in Å, forces in eV/Å.

These are the Mulliken partial charges, in e, on atoms 1 to 99:
1 C -1.35
2 C 0.01
3 O -0.33
4 C 0.59
5 O -0.57
6 C -0.93
7 C 0.09
8 C -0.49
9 N 0.64
10 C -1.92
11 N 0.20
12 C -0.21
13 C 0.46
14 C -1.77
15 C 1.14
16 F -0.33
17 F -0.34
18 C 0.34
19 F -0.26
20 F -0.28
21 C 0.69
22 F -0.27
23 F -0.20
24 C 0.49
25 F -0.26
26 F -0.24
27 F -0.19
28 C -0.28
29 B 0.72
30 O -0.52
31 N 0.05
32 C -1.42
33 C -1.19
34 H 0.39
35 H 0.33
36 H 0.33
37 H 0.17
38 H 0.33
39 H 0.37
40 H 0.53
41 H 0.68
42 H -0.37
43 H 0.23
44 H 0.37
45 H 1.51
46 H 0.37
47 H 0.25
48 H 0.24
49 H 0.48
50 H 0.54
51 H 0.26
52 H 0.44
53 H 0.28
54 H 0.50
55 H 0.36
56 H 0.26
57 H 0.47
58 C -1.03
59 C 0.05
60 O -0.34
61 C 0.08
62 O -0.18
63 C 0.91
64 F -0.26
65 F -0.28
66 F -0.20
67 H 0.37
68 H 0.38
69 H 0.16
70 H 0.36
71 H 0.00
72 C -0.95
73 C -0.12
74 O -0.33
75 C 0.29
76 O -0.50
77 C 0.98
78 F -0.28
79 F -0.28
80 F -0.45
81 H 0.32
82 H 0.21
83 H 0.30
84 H 0.28
85 H 0.31
86 C -1.12
87 C -0.27
88 O -0.28
89 C 0.04
90 O -0.53
91 C 1.23
92 F -0.50
93 F -0.33
94 F -0.16
95 H 0.28
96 H 0.39
97 H 0.33
98 H 0.36
99 H 0.34

***

[2]
DFT (ωB97M-V/def2-TZVPD) results for a structure of composition C37H49BN13O3SSiV in a non-equilibrium geometry.

Its spin multiplicity is 2. As for the charge: -1. The value obtained for the energy relative to the best compared isomer or geometry (same formula, charge and spin) is 9.7 kcal per mole. As for the molar mass: 845.8 u. The calculation puts the HOMO energy (alpha / beta) at -4.352 / -3.571 eV. The value obtained for the total energy is -4033.70902 Eh. Its orbital gap (alpha / beta) is 6.1 / 5.3 eV. For the max |F|, the calculation gives 0.0454 hartree/bohr. Its lowest unoccupied orbital energy (alpha / beta) is 1.770 / 1.770 eV.

The geometry in XYZ format:
```
106
Properties=species:S:1:pos:R:3:forces:R:3
V -0.040 -0.183 -0.367 0.3 0.5 2.3
C 3.207 2.563 1.745 0.0 0.0 0.0
C 3.587 1.627 0.642 0.0 0.0 0.2
C 4.860 1.104 0.329 0.1 0.1 0.1
C 4.662 0.323 -0.788 -0.1 0.0 0.0
C 5.648 -0.483 -1.570 0.0 0.0 0.0
N 3.343 0.385 -1.087 -0.1 -0.2 -0.1
N 2.679 1.175 -0.203 0.2 -0.1 -0.2
B 2.601 -0.113 -2.347 -0.1 0.0 0.1
N 1.926 -1.518 -2.193 -0.3 0.2 0.2
N 0.810 -1.706 -1.403 0.7 -1.2 -0.9
C 0.432 -2.976 -1.586 0.1 0.3 -0.1
C -0.752 -3.567 -0.900 0.0 -0.1 0.0
C 1.287 -3.607 -2.496 -0.1 -0.2 -0.1
C 2.206 -2.648 -2.868 0.1 0.2 0.0
C 3.324 -2.762 -3.855 -0.1 0.0 0.0
N 1.501 0.922 -2.675 -0.2 0.0 0.4
N 0.400 1.122 -1.870 0.4 0.7 -1.9
C -0.336 2.057 -2.481 0.2 -0.1 0.1
C -1.708 2.440 -2.038 0.1 0.1 0.0
C 0.320 2.509 -3.632 -0.1 0.2 -0.1
C 1.477 1.767 -3.718 0.0 -0.1 0.0
C 2.549 1.807 -4.759 -0.1 0.1 0.0
H 4.063 3.171 2.042 0.0 0.0 0.0
H 2.855 2.026 2.628 0.0 0.0 0.0
H 2.402 3.227 1.423 0.0 -0.1 0.0
H 5.798 1.288 0.834 -0.1 0.0 0.0
H 6.654 -0.278 -1.205 0.0 0.0 0.0
H 5.611 -0.252 -2.636 0.0 0.0 0.0
H 5.466 -1.555 -1.456 0.0 0.0 0.0
H 3.373 -0.175 -3.269 -0.1 -0.1 0.1
H -1.299 -2.809 -0.345 0.0 0.1 0.0
H -0.440 -4.353 -0.205 0.0 0.0 0.0
H -1.430 -4.014 -1.629 0.0 0.0 0.0
H 1.232 -4.625 -2.855 0.0 0.1 0.0
H 3.361 -3.782 -4.234 0.0 0.0 0.0
H 4.289 -2.526 -3.408 0.0 0.0 0.0
H 3.182 -2.088 -4.702 0.0 0.0 0.1
H -1.946 2.019 -1.066 0.0 0.0 0.1
H -2.440 2.066 -2.758 0.0 0.0 0.0
H -1.807 3.524 -1.987 0.0 0.0 0.0
H -0.027 3.254 -4.333 0.0 -0.1 0.1
H 2.302 2.568 -5.497 0.0 0.0 0.0
H 2.640 0.849 -5.273 0.0 0.0 0.0
H 3.522 2.044 -4.325 0.0 0.0 0.0
C -0.867 3.494 1.115 0.0 0.0 0.0
C -0.414 2.380 2.014 0.0 -0.2 -0.2
C -0.325 2.580 3.380 0.1 0.0 0.2
C 0.096 1.516 4.178 0.0 0.0 0.0
C 0.479 0.332 3.595 0.1 -0.1 -0.1
C 0.451 0.210 2.182 0.0 -0.1 -0.2
N -0.092 1.218 1.436 0.1 0.1 0.2
N 0.875 -0.846 1.445 -0.1 0.5 0.3
Si 2.003 -1.995 2.048 -0.2 0.1 -0.1
C 3.365 -1.265 3.093 0.2 0.2 0.2
C 2.878 -2.893 0.685 0.2 -0.1 -0.3
C 1.177 -3.315 3.105 -0.2 -0.3 0.2
H -0.725 4.456 1.606 0.0 0.0 0.0
H -1.927 3.397 0.865 0.0 0.0 0.0
H -0.298 3.483 0.186 0.0 0.0 0.0
H -0.583 3.540 3.805 0.0 0.0 0.0
H 0.133 1.626 5.257 0.0 0.0 0.0
H 0.808 -0.507 4.196 0.0 0.1 0.0
H 3.869 -0.466 2.543 0.0 0.0 0.0
H 4.101 -2.053 3.288 0.0 0.1 0.0
H 3.036 -0.864 4.055 0.1 0.0 -0.1
H 3.446 -2.185 0.066 -0.1 -0.1 0.1
H 2.215 -3.460 0.027 0.1 0.0 0.1
H 3.587 -3.592 1.147 0.0 0.1 -0.1
H 0.495 -2.889 3.852 0.1 0.0 -0.1
H 1.939 -3.897 3.636 -0.1 0.0 0.0
H 0.604 -4.014 2.479 0.1 0.1 0.1
O -6.076 -0.693 -8.503 0.0 0.1 0.0
S -5.427 -1.937 -8.128 0.0 0.0 0.1
O -3.985 -1.936 -8.234 0.1 0.0 0.0
O -6.075 -3.138 -8.609 0.0 -0.1 -0.1
C -5.745 -1.978 -6.332 0.0 0.0 0.2
N -6.980 -2.333 -5.947 0.3 0.1 0.1
C -7.203 -2.323 -4.642 -0.1 0.0 -0.1
C -6.240 -1.976 -3.711 -0.1 0.0 0.2
C -4.999 -1.619 -4.207 0.2 0.0 0.0
N -4.753 -1.620 -5.513 -0.1 -0.1 -0.2
C -3.871 -1.239 -3.308 -0.1 0.0 -0.1
C -2.560 -1.197 -3.765 0.0 0.0 -0.2
C -1.532 -0.877 -2.900 0.0 0.1 0.5
N -1.703 -0.575 -1.583 -1.3 -0.4 -0.9
C -2.998 -0.562 -1.178 0.6 0.0 -0.2
C -4.064 -0.896 -1.977 -0.3 0.0 0.0
H -8.200 -2.609 -4.320 0.0 0.0 0.0
H -6.455 -2.000 -2.651 0.0 0.0 0.0
H -2.358 -1.415 -4.808 0.0 0.0 0.1
H -0.517 -0.855 -3.270 0.0 0.0 0.0
H -3.167 -0.263 -0.163 0.0 0.0 0.1
H -5.058 -0.849 -1.550 0.0 0.0 0.0
C -2.793 -3.222 4.278 0.0 0.2 -0.1
N -2.705 -2.110 3.341 0.0 -0.1 0.2
C -3.426 -0.938 3.375 0.0 -0.1 0.0
C -2.995 -0.211 2.306 0.2 0.0 -0.1
N -2.015 -0.902 1.626 -0.3 -0.2 0.0
C -1.876 -2.035 2.271 -0.1 0.2 0.1
H -3.394 -2.917 5.129 0.0 0.0 0.0
H -1.801 -3.495 4.631 0.1 0.0 0.0
H -3.257 -4.089 3.813 0.0 0.0 0.0
H -4.165 -0.741 4.137 0.1 0.0 -0.1
H -3.298 0.783 2.008 0.0 -0.1 0.0
H -1.163 -2.810 2.034 -0.1 0.1 0.0
```
Positions in Å, forces in eV/Å.

These are the Mulliken partial charges, in e, on atoms 1 to 99:
1 V 0.82
2 C -1.29
3 C 0.59
4 C -1.30
5 C 0.96
6 C -1.47
7 N 1.15
8 N -0.23
9 B -1.71
10 N 0.51
11 N 2.26
12 C -0.13
13 C -1.20
14 C -1.28
15 C 0.84
16 C -1.43
17 N -0.31
18 N 1.45
19 C 0.49
20 C -1.33
21 C -1.64
22 C 0.92
23 C -1.51
24 H 0.47
25 H 0.06
26 H 0.20
27 H 0.44
28 H 0.41
29 H 0.27
30 H 0.16
31 H -0.20
32 H -0.16
33 H 0.27
34 H 0.34
35 H 0.47
36 H 0.45
37 H 0.14
38 H 0.21
39 H -0.08
40 H 0.25
41 H 0.49
42 H 0.49
43 H 0.41
44 H 0.23
45 H 0.27
46 C -1.42
47 C 0.40
48 C -1.00
49 C -1.07
50 C -1.11
51 C 0.94
52 N 0.74
53 N 0.38
54 Si -0.39
55 C -0.89
56 C -0.44
57 C -1.29
58 H 0.56
59 H 0.23
60 H 0.05
61 H 0.46
62 H 0.38
63 H 0.45
64 H 0.17
65 H 0.41
66 H 0.33
67 H -0.17
68 H 0.11
69 H 0.61
70 H 0.16
71 H 0.51
72 H 0.30
73 O -0.69
74 S 1.18
75 O -0.67
76 O -0.69
77 C 0.08
78 N -0.50
79 C -0.32
80 C -0.64
81 C 0.21
82 N -0.33
83 C 1.34
84 C -1.26
85 C -0.37
86 N 1.42
87 C -0.74
88 C -1.05
89 H 0.40
90 H 0.29
91 H 0.77
92 H 0.25
93 H -0.06
94 H 0.33
95 C -0.81
96 N 0.24
97 C -0.72
98 C -0.71
99 N 0.56